{"formula": "C75H191N9O25", "method": "ωB97M-V with the def2-TZVPD basis set", "charge": 0, "lumo_energy_ev": 0.35, "homo_energy_ev": -8.25, "orbital_gap_ev": 8.60, "relative_energy_kcal_mol": 93.54, "energy_ev": -145454.02444, "species": ["H", "H", "C", "H", "H", "O", "H", "C", "C", "H", "C", "O", "H", "H", "O", "H", "H", "H", "H", "H", "H", "N", "C", "H", "H", "H", "H", "H", "H", "H", "N", "H", "H", "H", "C", "C", "H", "H", "H", "H", "O", "H", "C", "H", "H", "C", "H", "C", "C", "O", "H", "H", "H", "C", "H", "H", "H", "H", "H", "H", "H", "H", "H", "H", "H", "H", "O", "H", "H", "H", "C", "C", "H", "H", "O", "H", "C", "H", "H", "H", "H", "C", "C", "C", "C", "O", "C", "H", "C", "N", "H", "H", "H", "C", "H", "C", "H", "O", "H", "N", "H", "C", "H", "H", "H", "H", "C", "H", "C", "H", "H", "C", "H", "H", "H", "H", "H", "H", "H", "H", "C", "H", "C", "C", "O", "H", "O", "H", "C", "H", "O", "H", "C", "O", "H", "H", "H", "C", "H", "C", "H", "H", "C", "H", "C", "H", "H", "H", "H", "H", "C", "H", "C", "H", "C", "H", "N", "H", "C", "H", "H", "H", "C", "O", "H", "H", "H", "C", "H", "H", "H", "H", "H", "H", "H", "H", "H", "C", "N", "H", "C", "N", "H", "C", "H", "H", "H", "H", "C", "H", "H", "H", "O", "C", "H", "O", "H", "H", "H", "H", "H", "H", "H", "H", "H", "H", "C", "H", "H", "H", "O", "H", "N", "H", "O", "H", "H", "C", "H", "H", "O", "C", "C", "H", "C", "H", "H", "H", "H", "H", "C", "O", "C", "C", "H", "H", "C", "C", "C", "H", "H", "C", "C", "H", "H", "H", "H", "C", "H", "H", "H", "O", "H", "O", "H", "H", "H", "H", "H", "H", "C", "H", "H", "O", "C", "H", "H", "C", "H", "H", "H", "H", "H", "C", "C", "H", "C", "H", "N", "C", "H", "C", "H", "H", "H", "H", "H", "C", "C", "H", "H", "C", "H", "C", "O", "C", "O", "H", "C", "H"], "xyz": [[-7.033, -0.363, -1.432], [-1.064, -4.313, 1.092], [1.641, 0.830, 3.465], [-2.143, -3.677, -6.363], [-2.484, -4.307, 6.310], [-4.664, -2.238, 4.815], [3.146, -7.372, 2.083], [6.828, 5.456, -4.813], [5.601, -1.310, -1.963], [-2.400, -0.761, 5.381], [4.098, -5.220, 1.029], [6.138, 0.220, 2.721], [5.566, 4.466, 0.976], [6.113, 2.049, 0.142], [-8.013, -3.656, 0.558], [-3.883, -2.195, 6.792], [-5.879, -3.143, 0.740], [2.311, -3.978, -4.979], [-1.270, 0.414, -4.007], [6.119, 9.033, -3.210], [-5.934, 1.345, 7.736], [1.977, -3.410, 4.875], [-5.027, -2.251, -2.533], [7.620, 2.730, 0.534], [-7.677, 3.735, 5.348], [5.047, 2.051, 2.733], [-2.238, 2.088, -0.080], [3.845, 0.638, -0.910], [1.359, -1.785, 2.596], [-3.282, 0.507, 9.109], [0.770, -3.917, -3.561], [2.977, 3.708, 2.032], [-6.065, 0.302, 1.821], [-1.956, 0.662, 7.395], [3.473, -0.335, -1.282], [3.161, 3.458, 1.011], [-0.093, -1.097, 3.384], [7.514, 6.631, -3.132], [2.553, -3.411, -2.641], [3.182, -4.965, 0.422], [5.494, 7.052, -3.531], [-3.313, 3.707, -2.608], [-6.518, -2.068, -2.807], [-6.822, 2.657, 0.222], [-3.734, -1.605, 2.915], [-0.067, 0.546, -0.631], [-6.148, 2.979, -1.486], [1.622, -3.937, -2.391], [5.550, 8.243, -2.712], [4.335, -0.797, -2.356], [4.322, -3.203, 2.508], [7.543, 1.458, -0.686], [5.098, 3.422, -4.167], [5.789, 3.781, -3.374], [3.391, -3.819, 9.664], [-3.797, 2.206, 7.149], [-4.718, -1.050, 0.354], [0.610, -0.240, -0.472], [5.004, 1.205, 4.188], [-1.971, -2.070, 4.348], [-5.493, 2.649, -3.286], [2.520, 6.067, -3.472], [1.887, -6.227, 2.262], [-9.624, 1.990, -0.333], [-4.225, 5.689, -4.658], [-3.655, 1.968, 4.995], [6.924, 3.180, -1.415], [-4.581, -2.092, -3.495], [-2.945, -3.822, -3.032], [-9.320, 0.222, -0.737], [-4.669, 2.717, -3.995], [4.292, -0.552, -8.993], [-6.851, -1.119, -3.323], [-6.552, 4.825, 4.646], [1.790, -0.380, 4.222], [1.776, -2.861, -0.582], [6.466, -3.873, -4.617], [-4.232, 1.728, -4.091], [-1.759, -0.759, -0.635], [-1.208, 6.940, -2.742], [5.570, -4.080, 0.017], [-0.634, 4.732, 1.013], [-1.164, 5.904, -1.040], [5.686, 1.403, 3.367], [6.798, 6.735, -4.000], [-5.642, 3.249, 5.581], [5.010, -0.567, 2.314], [-3.462, -4.954, -1.814], [-1.460, 0.206, -0.222], [1.755, -0.054, -5.515], [-5.906, 2.053, 3.907], [4.520, 8.541, -2.429], [-6.637, 1.454, 5.430], [-5.006, -2.925, 1.350], [-7.098, -1.216, 1.654], [2.943, -2.766, 5.852], [-6.720, 4.796, 6.385], [4.331, -3.336, 7.777], [4.360, -0.149, 1.506], [7.020, 4.223, -4.101], [6.459, -2.235, 2.364], [3.879, -3.736, 6.459], [5.339, -0.743, -8.920], [2.338, -3.292, 8.255], [6.547, 2.000, 3.807], [-4.999, 5.324, -3.055], [2.410, 2.768, -3.423], [6.249, -0.595, -1.439], [-4.387, 1.280, 5.392], [2.258, -2.269, 6.553], [-9.378, -2.164, -2.053], [-7.741, 1.495, -1.236], [-3.369, -4.433, 4.712], [1.930, 0.548, 7.227], [-8.066, 1.726, -2.274], [-3.285, -0.528, -4.862], [-9.651, -2.378, 0.307], [2.612, 4.962, -4.915], [-3.569, 0.978, -0.335], [0.455, 2.375, 5.868], [-8.352, -4.584, 1.597], [1.408, -0.101, -6.469], [-4.987, 0.767, 7.767], [-8.868, 1.163, -0.371], [4.647, -3.805, -6.177], [3.233, -3.707, -7.617], [-1.329, 0.048, 1.206], [-2.061, 5.201, -1.145], [-0.152, 0.409, 6.917], [-4.225, 0.297, 4.978], [2.360, 4.115, -2.935], [-1.158, 2.239, 6.178], [1.415, -4.534, -4.752], [-2.554, 3.478, -4.580], [-0.078, 4.259, -2.610], [-0.620, -2.611, 0.684], [3.127, 2.688, -4.278], [-0.194, 1.955, 6.607], [-1.676, -4.912, -7.600], [-3.654, 3.790, -3.656], [3.411, -0.748, -4.481], [7.115, -3.232, -5.188], [-4.276, 0.958, 9.108], [-9.842, -4.037, -0.352], [-2.708, -0.658, -5.777], [-2.709, -5.322, -6.233], [-6.755, -2.889, -3.544], [-1.593, 6.787, -0.554], [3.356, -1.079, -0.477], [-8.595, 1.097, 0.698], [4.842, 5.297, 0.762], [0.109, -3.402, 4.019], [0.620, 5.193, -4.296], [-2.767, 0.236, -6.354], [-4.917, -1.428, 1.360], [0.281, 1.362, -0.051], [-0.353, 5.019, -3.195], [-7.516, -4.635, 2.308], [0.768, -2.673, 4.495], [4.337, 0.530, -9.067], [3.786, -5.400, -7.068], [6.960, -4.661, -4.091], [-1.814, -4.715, -6.486], [2.463, 5.623, 0.283], [0.986, -0.020, -3.493], [0.601, 1.239, 3.590], [-5.117, -3.249, 2.385], [0.957, -1.424, 3.620], [7.299, -2.173, -2.999], [-2.906, 2.080, 11.091], [5.058, -5.477, -5.145], [-5.355, -0.291, 7.711], [0.891, -4.570, -6.845], [2.214, 3.078, 0.523], [-9.315, -4.430, 2.079], [-8.636, -3.760, -2.308], [-0.022, -4.540, -3.211], [6.275, -1.907, -3.225], [-7.302, -2.253, -1.621], [-4.102, -3.247, 0.895], [-0.510, 6.249, -2.343], [-4.099, 1.280, 6.778], [-0.050, 3.966, 1.337], [-3.419, -3.929, -2.092], [4.409, -6.224, 0.715], [1.080, 0.759, 8.681], [0.032, 0.792, -1.667], [-0.051, 2.427, 7.640], [-8.638, -2.857, -1.642], [0.414, 6.197, -4.744], [2.507, -0.026, -1.767], [3.793, -1.046, -9.900], [-0.698, -5.097, -5.671], [0.467, -4.304, -5.884], [-2.206, -0.330, 1.539], [-1.349, -0.992, -5.545], [4.578, 5.788, 1.744], [7.648, 5.600, -5.543], [0.192, -3.255, -5.837], [2.414, 1.590, 3.814], [6.274, -1.123, -3.954], [1.923, -4.981, -2.071], [4.948, -0.537, -6.413], [5.275, 4.547, -2.875], [1.523, 2.318, -3.813], [-2.898, -3.347, -1.339], [-9.100, -3.209, -0.195], [2.720, 2.115, -2.624], [0.594, -3.560, 1.327], [5.834, 5.332, -5.356], [3.670, -5.356, 2.377], [6.133, 8.073, -1.839], [4.605, -2.909, 1.587], [4.334, -0.676, 3.167], [-4.792, -3.595, -2.095], [0.318, 4.597, -5.124], [-4.140, -4.741, 6.322], [5.627, -4.653, -5.596], [3.817, 4.382, -0.860], [1.195, -0.795, 8.032], [-0.001, -4.024, -0.637], [-0.256, -3.625, 0.679], [-0.608, 0.066, -4.879], [-0.475, 0.884, -5.597], [2.093, 5.155, -3.940], [7.199, 7.611, -4.619], [4.839, -4.355, -8.087], [2.795, -1.849, -5.607], [-0.219, -0.211, 6.011], [3.372, -2.108, 9.104], [4.087, -4.394, -7.332], [-0.214, 5.185, -0.263], [2.860, -6.432, 2.630], [7.077, 2.345, -0.288], [4.745, -3.960, 5.901], [3.451, -1.886, 5.400], [3.895, -0.331, -6.663], [-3.438, -4.112, 5.788], [0.991, -3.208, -1.239], [7.820, 4.249, -3.532], [2.751, -6.541, 3.748], [-2.293, -1.837, 5.353], [-2.940, 2.574, 10.117], [-2.454, 1.439, -1.712], [3.298, -4.733, 6.613], [2.480, -3.653, 3.981], [5.420, -2.104, -1.187], [5.230, -4.193, 1.025], [0.737, -1.575, -4.408], [5.212, 6.114, 0.168], [-1.625, 4.422, 0.977], [3.457, -0.931, -7.931], [1.600, 5.278, 0.028], [-3.674, -1.125, 2.085], [-1.817, 4.057, -4.329], [-1.521, -2.119, 6.069], [0.412, 6.831, -2.165], [-3.243, -1.454, -6.301], [-0.563, 5.513, 1.766], [6.039, -1.736, 0.783], [-6.166, -0.784, 1.998], [-1.992, 2.332, 9.572], [3.739, 0.756, -6.841], [-1.229, 0.110, 7.798], [2.974, -0.790, -5.461], [-3.014, 3.564, 10.552], [6.097, -4.533, 1.576], [3.324, -3.143, 8.791], [4.682, -3.035, -3.923], [-7.721, 3.727, -1.000], [1.891, 0.655, 2.379], [-4.614, -1.502, -1.837], [-4.995, 3.007, -4.962], [-6.738, 4.149, 5.509], [3.547, 4.697, 0.190], [1.601, -5.682, -4.655], [-7.076, 2.793, -0.870], [0.625, -2.202, -1.580], [5.668, -3.185, -3.596], [-2.536, 1.218, -0.628], [0.278, -2.378, 5.452], [6.134, 2.590, -2.511], [6.682, 1.732, -3.028], [-8.498, -5.636, 1.255], [-6.775, -2.818, -0.962], [-3.421, 5.914, -3.145], [-6.125, -0.947, 3.089], [-4.101, 5.233, -3.632], [-3.598, -2.585, 5.805], [6.231, -5.089, -6.379], [-5.501, -2.050, 5.312], [0.743, -0.455, -4.522], [-4.950, 0.599, 9.912], [-5.727, 1.959, 4.960], [-4.097, 2.385, 9.324], [5.616, -1.930, 1.754], [-6.708, 0.525, -1.291], [5.351, 2.052, -1.979], [1.074, 0.192, 7.753], [3.975, 2.712, 0.923]], "mulliken_charge": [-0.087, 0.400, -0.347, -0.026, 0.349, -0.429, 0.361, -0.699, 0.922, -0.558, -0.257, -0.541, 0.118, 0.040, -0.356, 0.242, -0.459, -0.770, -0.276, 0.362, 0.368, 0.149, 0.504, 0.420, 0.363, 0.115, 0.211, -0.385, -0.246, 0.265, 0.218, 0.677, 0.015, -0.049, 0.604, 0.399, -0.216, 0.329, -0.308, -0.065, -0.103, -0.757, -1.302, 0.118, -0.375, -0.103, -0.110, -0.431, -0.937, 1.152, -0.167, 0.499, -0.024, -0.203, 0.298, 0.443, -1.363, -0.341, 0.280, -0.138, -0.018, 0.246, 0.277, 0.441, 0.302, 0.309, -0.432, 0.787, 0.381, 0.230, -1.118, -0.869, 0.315, 0.269, -0.262, -0.068, -0.773, -0.042, -0.752, 0.535, 0.415, -1.005, -0.464, -0.442, -0.545, -0.328, 1.619, 0.464, 2.536, -0.192, 0.684, 0.228, 0.359, -0.623, 0.153, 1.438, 0.261, -0.450, -0.383, -0.399, 0.605, -0.427, 0.326, 0.191, 0.292, 0.394, -0.541, 0.146, -0.227, -0.858, 0.413, 0.914, 0.253, 0.320, 0.191, -0.149, 0.324, 0.289, 0.245, 0.357, -0.887, 0.431, -0.728, -1.301, 0.091, 0.091, 0.739, 0.048, 2.816, -0.342, 0.517, 0.281, 0.520, -0.623, -0.210, -0.208, -0.042, -1.226, 0.295, 1.998, -0.203, 0.401, -0.565, 0.424, -0.566, 0.290, 0.486, 0.446, -0.369, 0.142, -1.370, 0.330, -1.518, 0.350, 2.828, 0.112, 0.570, 0.171, -1.188, 0.332, 0.439, 0.351, -0.421, -0.559, -1.290, 0.308, 0.371, 1.318, 0.826, 0.316, 0.391, 0.220, 0.635, -0.636, 0.400, 0.409, 0.190, -1.354, 0.191, -0.060, -0.933, 0.654, 0.081, -0.859, 0.503, 0.496, -0.167, 0.289, -0.919, 0.532, -0.879, 0.228, -0.400, -0.307, -0.087, -0.216, 0.474, 0.385, -0.063, 0.184, 0.222, 0.438, 0.542, 0.242, 0.490, 0.181, -0.598, -0.319, 0.132, 0.212, -0.230, 0.379, 0.624, -0.399, -0.508, 0.364, 0.367, -0.889, -0.849, 0.377, -0.650, -0.081, -0.499, 0.431, -0.174, 0.422, 0.349, -0.337, -1.148, 0.262, -0.925, -0.334, -0.858, -0.801, 0.296, -0.368, -1.189, -1.448, 0.816, 0.327, 0.210, 0.141, -0.535, -0.101, 0.326, -0.184, -1.024, -0.862, -1.282, 0.236, 0.613, -0.261, 0.306, -0.672, 0.323, 0.766, 0.326, 0.367, 0.300, 0.264, -0.677, 0.086, 0.578, -0.580, 0.599, 0.319, 0.367, -0.538, -0.141, 0.358, -0.142, -0.593, 0.540, -0.873, 2.044, 0.337, -0.736, -0.268, 0.030, -1.583, -0.078, 1.386, 0.271, 0.333, -0.183, 0.252, -0.173, -1.507, 0.342, 0.523, 0.267, 2.868, 0.431, -1.090, -0.406, -1.338, 0.337, -1.086, -1.992, -0.750]}